142
Properties=species:S:1:pos:R:3:forces:R:3:mulliken_charge:R:1 method="wB97M-V/def2-TZVPD" smiles="COCc1ccc2c(c1)C(=O)c1cc(COC(C)=O)ccc1C2=O.COP(=O)(OC)OC.COP(=O)(OC)OC.COP(=O)(OC)OC.COP(=O)(OC)OC.COP(=O)(OC)OC.COP(=O)(OC)OC" orbital_gap_ev=6.12 homo_energy_ev=-9.09
C -9.257 -1.241 -3.634 0.4828 -0.4895 1.1885 -0.555
O -8.915 -1.630 -5.012 0.7718 1.9459 0.3286 -0.329
C -7.883 -0.760 -5.598 0.7261 1.2675 -0.0079 -0.572
C -6.339 -1.133 -5.161 3.2626 -0.7867 1.3515 0.544
C -5.276 -1.952 -6.159 1.3068 1.0679 3.0148 -0.494
C -3.709 -2.284 -5.737 -2.5914 2.4348 3.5428 -0.542
C -3.223 -1.769 -4.257 -2.8289 0.5829 -0.6826 0.087
C -4.298 -0.987 -3.242 -0.9203 -0.3624 -1.7514 0.227
C -5.855 -0.649 -3.636 3.0792 -2.3592 -3.1105 -0.354
C -3.703 -0.498 -1.758 -1.6197 -0.2270 2.9987 -0.095
O -4.365 -0.631 -0.604 3.2960 1.6181 -7.4056 -0.607
C -2.158 0.139 -1.822 1.7113 0.9875 -0.0843 0.654
C -1.798 1.475 -0.942 2.8832 -2.2399 -2.6031 -0.685
C -0.271 2.080 -1.089 -1.5974 -3.1759 -1.7224 0.480
C 0.053 3.458 -0.230 0.4446 -1.3673 -1.6465 -0.234
O -0.918 4.478 -0.734 0.6269 1.4983 3.4272 -0.231
C -1.099 5.562 0.245 1.2372 6.2417 -0.8582 0.497
C -1.664 5.349 1.798 0.4508 0.1256 -0.6659 -0.291
O -0.825 6.856 -0.080 -1.8081 -8.7480 1.4652 -0.553
C 0.788 1.307 -2.074 -2.9180 -0.9492 0.1550 -0.509
C 0.439 -0.053 -2.970 -3.6009 1.7494 2.8509 -0.652
C -1.085 -0.643 -2.833 0.8985 2.6868 1.5571 0.387
C -1.667 -1.967 -3.674 2.4239 -3.4692 -0.9888 0.169
O -0.934 -3.078 -3.900 -4.7352 7.2886 1.3369 -0.456
H -8.422 -1.729 -2.936 -2.0551 0.9487 -1.1855 0.247
H -10.350 -1.625 -3.354 2.5867 0.6197 -0.8417 0.228
H -9.229 -0.091 -3.420 -0.0669 -1.9321 -0.8062 0.234
H -7.976 -0.684 -6.784 0.1052 -0.7257 2.6892 0.322
H -8.074 0.355 -5.215 0.4973 -2.3142 -0.7320 0.294
H -5.610 -2.301 -7.239 0.6051 0.9101 2.6028 0.264
H -2.926 -2.831 -6.412 -1.8821 1.1765 1.3641 0.334
H -6.610 -0.079 -2.913 2.0507 -1.4100 -1.7117 0.277
H -2.598 1.992 -0.226 1.9207 -1.3778 -1.8724 0.258
H -0.045 3.254 0.919 0.2046 0.4878 -2.2609 0.227
H 1.125 3.808 -0.569 -2.0554 -0.6497 1.0523 0.288
H -1.489 4.262 2.203 -0.4308 2.2420 -0.7351 0.249
H -1.099 6.167 2.449 -1.1980 -1.9877 -1.4645 0.088
H -2.808 5.613 1.824 2.2539 -0.6568 -0.1908 0.072
H 1.873 1.746 -2.202 -2.4439 -0.9297 0.3494 0.279
H 1.237 -0.551 -3.671 -1.7763 1.0670 1.6156 0.400
C 0.960 -5.378 -2.609 -0.7228 -0.0293 -0.1937 -0.764
O 2.316 -5.785 -2.683 1.0573 1.0397 3.3796 -0.413
P 3.459 -4.487 -2.673 1.4242 -1.3307 -10.0574 1.256
O 2.935 -3.991 -4.026 -0.4894 0.6341 1.7002 -0.664
O 4.683 -5.565 -2.923 -0.1259 0.9271 1.3447 -0.379
C 4.580 -6.501 -3.979 -0.2960 -0.8544 -0.1397 -0.537
O 4.602 -3.188 -2.662 -1.7609 -1.0825 2.9063 -0.292
C 5.516 -3.209 -1.582 0.9002 0.2969 0.5019 -0.645
H 0.364 -6.216 -2.240 0.1654 0.0262 0.0816 0.317
H 0.849 -4.534 -1.922 -0.2668 -0.0776 -0.1983 0.296
H 0.601 -5.102 -3.603 0.1363 0.1453 0.2060 0.322
H 3.949 -6.141 -4.795 -0.0222 0.1394 0.1839 0.299
H 4.173 -7.438 -3.589 0.0102 0.0673 -0.1836 0.227
H 5.581 -6.696 -4.371 0.0006 0.1692 0.1952 0.181
H 6.289 -3.961 -1.758 -0.0924 -0.0487 0.0853 0.264
H 4.994 -3.419 -0.646 0.3354 0.1923 0.1472 0.310
H 5.996 -2.229 -1.511 -0.2216 -0.1062 0.0635 0.227
C -0.975 -6.544 3.195 0.4054 -0.5080 0.1641 -0.668
O -1.867 -5.492 3.518 -2.2746 -0.5125 -2.7840 -0.311
P -1.866 -4.177 2.394 5.3913 5.7464 6.6387 1.002
O -0.418 -3.835 2.766 -0.5502 -1.0932 -1.4007 -0.644
O -2.894 -3.339 3.376 -0.3761 -0.5041 -1.4676 -0.353
C -2.578 -3.189 4.747 -0.1632 -0.4461 0.7668 -0.497
O -1.865 -2.862 1.270 -1.5230 -3.3586 -0.6072 -0.153
C -3.110 -2.615 0.642 -0.3580 0.4341 -0.5504 -0.037
H -1.308 -7.452 3.704 -0.1041 0.1229 -0.0912 0.242
H -0.968 -6.725 2.116 0.2082 -0.1589 0.1794 0.307
H 0.032 -6.298 3.541 -0.1030 0.0761 -0.1909 0.254
H -1.502 -3.229 4.934 -0.0453 -0.0619 -0.2188 0.313
H -3.078 -3.977 5.319 0.1485 0.1103 0.0480 0.229
H -2.956 -2.223 5.089 -0.0548 -0.0443 -0.2731 0.134
H -3.782 -2.097 1.332 0.0084 -0.0956 -0.1294 0.279
H -3.561 -3.552 0.311 -0.2215 0.1466 -0.1891 0.295
H -2.942 -1.972 -0.226 0.2927 -0.6610 0.6900 -0.371
C 6.138 -1.767 4.065 0.3043 -0.5734 0.2841 -0.668
O 6.113 -0.415 3.639 -3.4238 0.7234 1.0758 -0.324
P 5.024 -0.093 2.334 8.0780 0.6347 -6.3689 0.993
O 5.859 -0.973 1.395 -1.5667 -0.5347 0.9529 -0.613
O 5.575 1.461 2.259 -1.6358 -0.4719 0.3677 -0.364
C 6.968 1.701 2.187 0.7716 0.1809 0.5701 -0.620
O 3.935 0.230 1.028 -1.1911 -0.5016 3.3288 -0.178
C 2.915 1.166 1.322 -0.6531 0.6340 -0.2669 -0.504
H 6.526 -1.803 5.086 -0.1257 0.1232 -0.0746 0.252
H 5.132 -2.194 4.051 0.2475 -0.1886 0.0658 0.316
H 6.801 -2.347 3.417 -0.2109 0.0695 -0.0456 0.251
H 7.512 0.871 1.730 -0.2275 -0.0606 0.0431 0.313
H 7.355 1.879 3.195 0.0817 -0.0533 -0.1634 0.228
H 7.136 2.601 1.590 -0.2839 -0.0787 0.0332 0.257
H 3.321 2.181 1.307 -0.0105 -0.0256 0.1394 0.293
H 2.473 0.954 2.297 -0.2708 0.2086 -0.1098 0.362
H 2.140 1.091 0.554 0.0747 -0.1550 0.1101 0.014
C 11.174 -7.946 -5.238 0.3207 -0.4907 0.3218 -0.668
O 11.065 -6.998 -6.286 -1.5048 2.6324 1.9986 -0.314
P 9.442 -6.641 -6.767 1.3445 -5.6933 -8.5173 1.064
O 9.257 -8.078 -7.273 -0.4836 0.7196 1.7389 -0.630
O 10.015 -5.700 -7.996 -0.9264 0.5679 1.3082 -0.358
C 10.989 -6.226 -8.877 0.9380 -0.0456 -0.1081 -0.608
O 7.819 -6.285 -7.248 1.4088 1.2719 3.0540 -0.238
C 7.438 -4.930 -7.097 -0.5925 0.7960 -0.2299 -0.680
H 12.147 -7.822 -4.756 -0.1162 0.1346 -0.0514 0.241
H 10.387 -7.791 -4.496 0.1864 -0.2540 0.0299 0.308
H 11.112 -8.959 -5.646 -0.1764 0.1437 0.0408 0.269
H 10.936 -7.314 -8.958 -0.1412 0.0789 0.1746 0.321
H 11.985 -5.934 -8.528 -0.0558 -0.1374 -0.1120 0.222
H 10.832 -5.794 -9.869 -0.1926 0.0894 0.2074 0.248
H 7.868 -4.326 -7.901 0.0475 0.0174 0.1362 0.256
H 7.764 -4.549 -6.127 -0.2415 0.2682 -0.0587 0.328
H 6.348 -4.864 -7.159 0.1499 -0.0922 0.1012 0.242
C -4.289 1.559 5.540 0.4250 -0.5238 0.1783 -0.683
O -5.180 2.611 5.864 -2.2593 -0.5007 -2.8162 -0.346
P -5.180 3.926 4.740 5.2362 5.5117 7.0369 0.972
O -3.731 4.268 5.112 -0.5664 -1.1022 -1.6507 -0.620
O -6.207 4.765 5.722 -0.3598 -0.5264 -1.8256 -0.362
C -5.891 4.914 7.092 -0.0885 -0.4190 0.9902 -0.692
O -5.179 5.241 3.615 -1.5475 -2.9227 -0.8637 0.007
C -6.423 5.488 2.988 -0.5882 0.5547 -0.4322 -0.849
H -4.621 0.651 6.050 -0.1068 0.1241 -0.0954 0.233
H -4.281 1.379 4.462 0.2014 -0.1677 0.1739 0.309
H -3.282 1.806 5.886 -0.1042 0.0809 -0.1785 0.291
H -4.816 4.874 7.280 -0.0590 -0.0053 -0.2327 0.350
H -6.391 4.126 7.665 0.1296 0.1045 0.0213 0.269
H -6.269 5.881 7.434 -0.0181 -0.0620 -0.2899 0.257
H -7.095 6.006 3.677 -0.0535 -0.1419 -0.0364 0.297
H -6.875 4.551 2.657 -0.2248 0.2035 -0.1923 0.304
H -6.255 6.131 2.120 0.0474 -0.1476 0.0614 0.274
C -5.812 8.713 5.209 -0.5771 -0.2232 0.1134 -0.506
O -4.793 9.689 5.341 1.0495 -0.0953 -3.4531 -0.395
P -3.184 9.077 5.175 1.2653 0.6058 10.2316 1.228
O -3.349 8.244 6.452 -0.2871 -0.5115 -1.8150 -0.652
O -2.580 10.562 5.565 0.2198 -0.7580 -1.4994 -0.405
C -3.045 11.217 6.729 -0.6571 0.6169 0.2714 -0.625
O -1.575 8.464 5.008 -2.1250 0.4677 -2.8313 -0.225
C -0.831 9.027 3.943 0.7979 0.2331 -0.4265 -0.774
H -6.745 9.217 4.946 0.1516 0.0492 -0.0618 0.323
H -5.560 7.998 4.422 -0.2248 -0.0973 0.2007 0.125
H -5.952 8.191 6.159 0.1685 -0.0577 -0.1583 0.248
H -3.396 10.516 7.491 0.0444 -0.1154 -0.2058 0.311
H -3.857 11.898 6.458 0.0465 -0.0764 0.1622 0.228
H -2.226 11.807 7.149 0.0682 -0.1516 -0.2452 0.248
H -0.481 10.026 4.217 -0.0843 -0.0168 -0.1115 0.249
H -1.440 9.077 3.039 0.3247 0.0459 -0.1885 0.380
H 0.041 8.395 3.753 -0.1765 -0.0020 0.0227 0.251